(1)
The following is a DFT calculation (ωB97M-V/def2-TZVPD) of a 2-piece molecular cluster, C2H14N2Si3 overall at a distorted geometry.

XYZ file:
```
21
Properties=species:S:1:pos:R:3
C -1.388 1.238 -1.030
C 1.617 -1.756 -0.353
N -1.700 0.588 0.238
N 1.587 -0.256 -0.287
Si -2.904 -0.681 -0.016
Si 2.819 0.797 0.190
Si -0.475 0.770 1.422
H -0.785 2.112 -0.773
H -0.873 0.582 -1.668
H -2.133 1.411 -1.732
H 2.334 -2.164 -1.122
H 1.930 -2.210 0.652
H 0.719 -2.072 -0.797
H -4.220 -0.081 -0.165
H -2.746 -1.592 1.138
H -2.713 -1.474 -1.389
H 3.999 0.549 -0.526
H 3.124 0.338 1.557
H 2.477 2.299 0.075
H -0.622 -0.349 2.367
H -0.047 1.950 2.220
```

- Orbital gap (alpha / beta): 7.1 / 7.1 eV
- Molecular weight: 150.4 g mol⁻¹
- Energy relative to the best compared isomer or geometry (same formula, charge and spin): 393.9 kJ/mol
- Total charge: 0

natural (NBO) population analysis, charges in e, atoms 1 to 6:
1 C -0.422
2 C -0.428
3 N -1.286
4 N -1.125
5 Si 1.089
6 Si 1.124


(2)
The following is a DFT calculation (ωB97M-V/def2-TZVPD) of a 4-piece molecular cluster, C2H14NO3S overall at a distorted geometry.

XYZ file:
```
21
Properties=species:S:1:pos:R:3
C -1.665 -0.110 0.873
C -2.179 -0.318 -0.491
S -3.075 1.253 -1.141
N -0.587 -1.099 1.278
H -2.446 -0.094 1.633
H -1.209 0.860 1.085
H -2.926 -1.085 -0.638
H -1.435 -0.555 -1.257
H -2.466 1.088 -2.315
H -0.928 -1.774 1.998
H 0.234 -0.667 1.756
H -0.253 -1.538 0.407
H 2.694 0.045 1.374
H 3.050 -1.435 1.127
O 2.293 -0.822 1.130
H 2.261 -1.084 -3.285
H 1.961 -0.147 -2.215
O 1.529 -0.839 -2.694
H 1.265 2.275 -0.018
H 2.011 3.499 0.729
O 1.873 2.547 0.665
```

- Orbital gap (alpha / beta): 3.6 / 9.4 eV
- Molecular weight: 132.2 g mol⁻¹
- Spin multiplicity: 2
- Energy relative to the best compared isomer or geometry (same formula, charge and spin): 11.4 kJ/mol
- Total charge: 0

natural (NBO) population analysis, charges in e, atoms 1 to 6:
1 C -0.385
2 C -0.519
3 S -0.109
4 N -1.004
5 H 0.226
6 H 0.220


(3)
The following is a DFT calculation (ωB97M-V/def2-TZVPD) of a 5-piece molecular cluster, C2H14NO4 overall at a distorted geometry.

XYZ file:
```
21
Properties=species:S:1:pos:R:3
C -1.427 0.972 0.190
C -2.154 0.949 -0.893
N -0.593 -0.151 0.620
H -1.360 1.801 0.879
H -2.665 1.794 -1.346
H -2.167 0.224 -1.705
H -0.859 -0.433 1.577
H -0.677 -1.027 0.094
H 0.419 0.076 0.565
H -1.313 -2.371 3.027
H -0.052 -1.776 3.664
O -0.539 -1.831 2.833
H 1.853 -1.738 -2.138
H 0.905 -0.583 -1.679
O 1.254 -1.457 -1.441
H 2.718 0.806 1.210
H 2.701 -0.204 0.042
O 2.209 0.531 0.432
H 1.363 1.426 -1.755
H -0.042 1.799 -2.379
O 0.427 1.195 -1.797
```

- Orbital gap: 11.4 eV
- Molecular weight: 116.1 g mol⁻¹
- Energy relative to the best compared isomer or geometry (same formula, charge and spin): 64.9 kJ/mol
- Total charge: +1

natural (NBO) population analysis, charges in e, atoms 1 to 6:
1 C -0.034
2 C -0.371
3 N -0.739
4 H 0.227
5 H 0.236
6 H 0.223


(4)
The following is a DFT calculation (ωB97M-V/def2-TZVPD) of a 6-piece molecular cluster, C2H14O4S2 overall at a distorted geometry.

XYZ file:
```
22
Properties=species:S:1:pos:R:3
C 0.563 0.292 -1.530
C 0.312 1.407 -0.531
S -0.655 2.760 -1.185
S -0.518 -1.553 1.125
H -0.438 -0.091 -1.747
H 1.067 0.477 -2.479
H 1.072 -0.512 -0.975
H -0.332 0.873 0.232
H 1.191 1.720 0.030
H -1.536 -0.704 1.298
H -1.650 -2.126 -0.910
H -2.772 -2.631 -1.786
O -2.221 -1.850 -1.645
H 4.278 -1.340 0.522
H 2.738 -1.370 0.834
O 3.418 -0.935 0.314
H 1.465 0.638 3.028
H 0.707 -0.161 1.907
O 1.563 0.284 2.144
H -3.521 1.670 0.604
H -2.097 1.833 0.059
O -2.634 1.320 0.693
```

- Orbital gap: 4.0 eV
- Molecular weight: 166.3 g mol⁻¹
- Energy relative to the best compared isomer or geometry (same formula, charge and spin): 520.6 kJ/mol
- Total charge: 0

natural (NBO) population analysis, charges in e, atoms 1 to 6:
1 C -0.621
2 C -0.604
3 S 0.227
4 S -0.358
5 H 0.238
6 H 0.225


(5)
The following is a DFT calculation (ωB97M-V/def2-TZVPD) of a 5-piece molecular cluster, C2H14O4S2 overall at a distorted geometry.

XYZ file:
```
22
Properties=species:S:1:pos:R:3
C -0.899 1.796 0.798
C -0.566 3.023 -0.173
S 0.757 3.014 -1.173
S 2.194 2.134 0.125
H -0.577 1.984 1.702
H -0.362 0.899 0.304
H -2.003 1.541 0.832
H -0.685 4.009 0.374
H -1.595 3.128 -0.814
H 1.716 0.963 0.302
O -0.791 -2.878 -2.416
H -0.359 -2.864 -1.560
H -0.384 -3.666 -2.786
O 0.942 -2.210 0.318
H 0.079 -1.942 0.772
H 1.596 -2.570 1.011
O 2.120 -1.576 2.950
H 2.958 -1.200 3.040
H 1.682 -1.200 2.243
O -2.116 -0.440 -2.081
H -2.515 -1.287 -1.783
H -1.193 -0.660 -1.985
```

- Orbital gap: 8.6 eV
- Molecular weight: 166.3 g mol⁻¹
- Energy relative to the best compared isomer or geometry (same formula, charge and spin): 202.9 kJ/mol
- SMILES: CCSS.O.O.O.O
- Total charge: 0

natural (NBO) population analysis, charges in e, atoms 1 to 6:
1 C -0.576
2 C -0.665
3 S 0.215
4 S -0.154
5 H 0.196
6 H 0.190


(6)
The following is a DFT calculation (ωB97M-V/def2-TZVPD) of a 5-piece molecular cluster, C2H14O5 overall at a distorted geometry.

XYZ file:
```
21
Properties=species:S:1:pos:R:3
C 3.445 -0.218 0.689
C 2.556 0.999 1.132
O 2.493 1.958 0.100
H 4.162 0.156 -0.033
H 2.781 -1.010 0.362
H 3.986 -0.481 1.599
H 1.544 0.699 1.408
H 3.029 1.390 2.029
H 2.059 1.553 -0.638
O -0.635 -1.293 1.248
H -0.920 -0.495 1.669
H -1.145 -1.996 1.620
O -5.618 -1.073 -2.128
H -5.314 -1.513 -2.914
H -6.006 -1.757 -1.611
O 0.354 -0.630 -1.654
H 0.147 -1.549 -1.543
H -0.446 -0.250 -1.257
O -2.128 1.971 0.378
H -1.692 2.269 -0.432
H -2.653 1.270 -0.025
```

- Orbital gap: 9.9 eV
- Molecular weight: 118.1 g mol⁻¹
- Energy relative to the best compared isomer or geometry (same formula, charge and spin): 126.0 kJ/mol
- SMILES: CCO.O.O.O.O
- Total charge: 0

natural (NBO) population analysis, charges in e, atoms 1 to 6:
1 C -0.645
2 C -0.053
3 O -0.725
4 H 0.217
5 H 0.215
6 H 0.201


(7)
The following is a DFT calculation (ωB97M-V/def2-TZVPD) of a 6-piece molecular cluster, C2H14O5 overall at a distorted geometry.

XYZ file:
```
21
Properties=species:S:1:pos:R:3
C 0.155 2.929 -0.788
C -0.722 3.127 -1.775
H 1.132 2.794 -1.231
H 0.056 2.757 0.273
H -0.359 3.194 -2.808
H -1.816 3.094 -1.719
O 3.141 -0.616 -0.315
H 3.149 -1.039 -1.185
H 3.826 -1.106 0.164
O -0.534 -0.219 -0.916
H -0.807 0.707 -1.042
H -0.309 -0.142 0.041
O 0.254 0.011 1.688
H 1.208 -0.090 1.644
H -0.103 -0.447 2.456
O -0.978 -2.497 2.909
H -1.776 -2.009 2.709
H -0.828 -2.913 2.047
O -1.356 -2.779 -0.439
H -1.183 -1.858 -0.737
H -2.150 -2.897 -0.977
```

- Orbital gap: 10.9 eV
- Molecular weight: 118.1 g mol⁻¹
- Energy relative to the best compared isomer or geometry (same formula, charge and spin): 124.3 kJ/mol
- SMILES: C=C.O.O.O.O.O
- Total charge: 0

natural (NBO) population analysis, charges in e, atoms 1 to 6:
1 C -0.402
2 C -0.396
3 H 0.199
4 H 0.217
5 H 0.195
6 H 0.191


(8)
The following is a DFT calculation (ωB97M-V/def2-TZVPD) of a 6-piece molecular cluster, C2H14O6 overall at a distorted geometry.

XYZ file:
```
22
Properties=species:S:1:pos:R:3
C -1.755 -1.425 -0.246
C -1.094 -2.723 0.161
O 0.085 -2.874 -0.021
H -2.730 -1.209 0.198
H -1.735 -1.410 -1.325
H -1.304 -0.507 0.128
H -1.746 -3.512 0.514
O 0.908 -0.760 2.788
H 1.499 -1.291 3.333
H 1.208 -1.011 1.891
O 1.729 1.741 -1.120
H 1.034 1.847 -0.485
H 1.885 2.589 -1.543
O 0.502 2.468 1.382
H 0.178 3.301 1.023
H 0.024 2.333 2.181
O -1.512 1.734 -2.738
H -1.438 0.861 -3.093
H -0.828 2.092 -2.180
O 1.622 -0.751 0.157
H 1.050 -0.693 -0.614
H 2.418 -0.798 -0.393
```

- Orbital gap: 10.1 eV
- Molecular weight: 134.1 g mol⁻¹
- Energy relative to the best compared isomer or geometry (same formula, charge and spin): 100.2 kJ/mol
- SMILES: CC=O.O.O.O.O.O
- Total charge: 0

natural (NBO) population analysis, charges in e, atoms 1 to 6:
1 C -0.748
2 C 0.442
3 O -0.513
4 H 0.227
5 H 0.231
6 H 0.246